# 1
Entry from the Open Molecules 2025 dataset: a cluster of 4 separate species, C31H46BN7O9P in total at a distorted geometry (ωB97M-V/def2-TZVPD).

The geometry in XYZ format:
```
95
Properties=species:S:1:pos:R:3:forces:R:3:mulliken_charge:R:1
C -0.30605 2.67669 2.24948 -0.1 0.0 0.0 -0.639
C -1.40108 1.96430 1.50396 0.4 -0.2 0.7 0.476
O -1.91648 2.33291 0.50730 -0.2 0.1 -0.7 -0.551
O -1.78443 0.73556 2.03842 -0.3 0.1 -0.2 -0.135
C -2.17217 0.73126 3.39925 0.2 0.1 0.0 -1.178
C -3.01810 -0.50186 3.72952 0.2 0.1 -0.1 -0.957
N -2.89003 -1.76121 2.90662 -0.5 -0.4 1.0 0.551
P -4.23812 -2.79766 3.66688 -0.6 0.2 -0.3 0.562
N -5.64927 -2.29516 3.33322 0.1 -0.3 0.2 -0.901
C -3.29302 -1.65444 1.46995 0.7 0.4 -0.9 -0.734
C -3.14386 -3.06679 0.93410 0.2 0.5 0.4 -0.630
C -1.90803 -3.59288 1.71417 -0.7 -0.1 -0.7 -1.030
C -1.61894 -2.65306 2.92492 0.6 -0.5 -0.6 1.014
C -0.31299 -1.89511 2.57178 0.0 0.0 0.3 -1.735
C 0.44274 -1.12099 3.66422 0.0 0.2 -0.3 -0.603
C 1.70785 -1.83723 4.12109 0.1 0.3 -0.1 -0.638
N 2.69936 -1.78250 3.04719 0.0 0.0 0.0 -0.534
B -1.35142 -3.49397 4.29708 -0.1 0.1 0.0 0.435
O -1.24979 -2.78736 5.48970 -0.6 0.3 -0.4 -0.840
N -1.16822 -4.93019 4.23951 -0.1 0.1 0.4 0.134
C -2.01987 -5.63629 5.20985 0.0 0.0 0.1 -1.171
C 0.23463 -5.37007 4.31304 -0.1 -0.1 -0.4 -1.206
H 0.16935 2.04800 2.99554 0.0 0.0 0.0 0.247
H 0.44415 3.00448 1.53459 0.0 0.1 0.0 0.084
H -0.72517 3.55879 2.73235 0.0 0.1 0.0 0.351
H -1.30535 0.80012 4.05460 0.1 -0.1 0.0 0.487
H -2.79766 1.60317 3.60456 -0.1 0.0 0.1 0.621
H -4.07459 -0.23800 3.67565 -0.1 0.0 -0.1 0.834
H -2.80066 -0.78334 4.75703 0.1 0.0 0.1 0.346
H -3.86167 -4.09560 3.30878 0.3 0.0 0.2 0.123
H -3.86351 -2.60912 4.99611 0.2 0.0 0.0 0.141
H -6.22226 -2.95520 2.82194 -0.1 0.3 -0.2 0.278
H -4.22362 -1.11324 1.32895 -0.3 -0.3 0.4 0.404
H -2.53768 -1.05226 0.97154 0.0 0.1 0.2 0.458
H -4.02127 -3.69058 1.09318 -0.1 0.0 -0.2 0.320
H -2.93071 -2.97658 -0.12692 -0.2 -0.4 -0.1 0.472
H -1.09510 -3.60411 0.99568 0.3 0.0 0.4 0.555
H -2.08434 -4.62301 2.00908 0.2 0.0 0.2 0.229
H -0.49763 -1.27403 1.69755 0.0 0.0 0.0 0.342
H 0.35862 -2.68059 2.22032 0.1 0.0 -0.1 1.197
H 0.76659 -0.17149 3.22844 0.0 0.1 0.1 -0.315
H -0.16807 -0.86772 4.52708 -0.1 -0.2 0.0 0.570
H 1.49113 -2.88693 4.33050 0.0 0.0 0.2 -0.008
H 2.05852 -1.36004 5.04130 0.0 -0.1 0.1 0.451
H 3.61553 -2.03656 3.39449 0.0 -0.2 0.0 0.282
H 2.79158 -0.82563 2.72208 0.0 0.0 0.0 0.143
H -1.96925 -2.81047 6.12239 0.3 -0.2 0.4 0.433
H -2.62093 -6.39578 4.70834 0.1 -0.1 0.0 0.311
H -2.72377 -4.96664 5.71666 0.0 0.0 0.0 0.401
H -1.43652 -6.11533 5.99712 0.0 0.0 0.0 0.397
H 0.75659 -5.13338 3.38554 0.1 0.1 0.0 0.304
H 0.77493 -4.92737 5.15654 0.0 0.0 0.1 0.374
H 0.26137 -6.45232 4.41766 0.0 -0.1 0.0 0.494
C 3.16272 4.93516 -2.71773 0.1 0.3 0.1 -0.614
C 4.10351 5.54356 -1.89690 0.0 -0.1 0.0 -0.547
C 4.33673 5.05808 -0.61864 0.0 0.0 0.0 -0.581
C 3.61109 3.96007 -0.19399 0.0 0.0 0.0 0.008
C 2.66398 3.34299 -0.99154 0.0 0.0 0.0 -0.144
C 2.44210 3.84228 -2.26233 -0.1 0.0 -0.1 -0.026
N 3.85684 3.42145 1.15431 0.0 0.0 0.0 1.016
O 4.66698 3.98431 1.85434 0.0 0.0 0.0 -0.602
O 3.22447 2.43297 1.49457 -0.1 0.0 0.0 -0.602
H 2.98711 5.31962 -3.71162 0.0 0.0 0.1 0.391
H 4.66483 6.39612 -2.25355 0.0 0.0 0.0 0.384
H 5.06504 5.51441 0.03472 0.0 0.0 0.0 0.488
H 2.11842 2.48986 -0.61592 0.0 0.0 0.1 0.476
H 1.70811 3.38509 -2.91215 0.0 0.0 0.0 0.408
C 1.60903 4.21374 -10.26013 0.0 0.0 0.0 -0.455
C 2.86996 4.26389 -9.68036 0.0 0.0 0.0 -0.474
C 3.00538 4.20464 -8.30314 0.1 0.0 -0.1 -0.312
C 1.85964 4.09253 -7.53684 0.0 0.0 0.0 0.207
C 0.59204 4.04486 -8.08840 -0.1 0.0 0.0 -0.351
C 0.47379 4.10752 -9.46697 0.0 0.0 0.0 -0.487
N 1.99684 4.01443 -6.07459 0.0 -0.1 0.0 1.092
O 3.11237 4.07970 -5.59981 0.0 -0.1 -0.2 -0.616
O 0.98361 3.87935 -5.40922 0.0 0.0 0.0 -0.623
H 1.51039 4.25787 -11.33637 0.0 0.0 0.0 0.385
H 3.75124 4.34832 -10.30073 0.0 0.0 0.0 0.376
H 3.97515 4.24285 -7.83087 0.0 0.0 0.0 0.447
H -0.27616 3.96309 -7.45243 0.0 0.0 0.0 0.441
H -0.50637 4.07285 -9.92181 0.0 0.0 0.0 0.374
C 0.11440 0.64911 -3.87866 0.0 0.0 0.0 -0.336
C 0.78177 0.53807 -2.66591 0.0 0.0 0.0 -0.050
C 0.66233 -0.61140 -1.90430 0.1 0.1 0.0 -0.391
C -0.13137 -1.63542 -2.38714 0.0 -0.1 0.0 0.020
C -0.80775 -1.55387 -3.59130 0.0 0.0 -0.1 -0.598
C -0.67978 -0.39364 -4.33849 0.0 0.0 0.0 -0.553
N -0.25360 -2.86378 -1.58900 0.0 0.0 0.0 1.099
O 0.31898 -2.89741 -0.51190 0.0 0.0 -0.1 -0.654
O -0.92698 -3.77301 -2.02819 0.0 0.0 0.0 -0.616
H 0.21720 1.55252 -4.46730 0.0 0.0 0.0 0.472
H 1.40213 1.34746 -2.31449 0.0 0.0 0.0 -0.014
H 1.17773 -0.71858 -0.96088 0.0 0.0 0.0 0.637
H -1.41625 -2.37805 -3.93142 0.0 0.0 0.0 0.500
H -1.19896 -0.30674 -5.28279 0.0 0.0 0.0 0.410
```
Forces are in eV/Å.

Values from the calculation:
Total charge: +1
Orbital gap in eV: 8.99
Highest occupied orbital energy in eV: -11.5
Max |F| in eV/Å: 1.21
Spin multiplicity: 1


# 2
Entry from the Open Molecules 2025 dataset: a structure of composition C6H8ErO5 at a distorted geometry (ωB97M-V/def2-TZVPD).

The geometry in XYZ format:
```
20
Properties=species:S:1:pos:R:3:forces:R:3:nbo_charge:R:1
Er -1.66837 -3.08064 -0.46279 2.2 3.4 2.6 2.704
O -0.82126 -1.94579 1.39172 -2.5 -3.3 -4.7 -0.872
O -0.64364 0.16452 2.05216 -0.4 -1.3 -2.1 -0.412
C 0.40239 1.03246 2.51985 0.7 0.8 0.2 -0.115
C 1.62253 0.10600 2.56054 0.6 0.9 0.3 -0.113
O 1.16631 -1.07221 1.87397 -1.6 -0.6 -1.9 -0.411
C -0.09941 -0.91481 1.49813 2.3 1.9 5.4 1.030
H 0.51424 1.85356 1.80250 -0.1 -0.1 0.2 0.225
H 0.10831 1.41628 3.50033 0.0 -0.1 -0.3 0.265
H 1.91348 -0.18028 3.57574 0.0 -0.1 -0.3 0.254
H 2.47712 0.50212 2.00260 -0.1 -0.1 0.3 0.244
O -0.86233 -0.94660 -1.59178 -1.5 -2.5 -0.1 -0.689
C -1.14218 -0.25347 -2.86427 -0.5 0.4 -1.2 -0.140
C -0.21517 0.95148 -2.75839 -0.2 0.5 -0.6 -0.139
O 0.41915 0.76309 -1.44938 0.0 -1.1 0.3 -0.370
C 0.08106 -0.32403 -0.89000 1.2 1.3 1.7 0.509
H -0.89111 -0.94955 -3.66798 0.0 0.2 0.0 0.244
H -2.20526 -0.00159 -2.86815 0.2 0.0 -0.1 0.246
H -0.73882 1.91011 -2.71981 0.1 -0.2 -0.1 0.270
H 0.58294 0.96936 -3.50498 -0.2 0.0 0.2 0.271
```
Forces are in eV/Å.

Values from the calculation:
Total charge: +3
Orbital gap (alpha / beta) in eV: 5.55 / 4.60
Highest occupied orbital energy (alpha / beta) in eV: -21.0 / -21.0
Max |F| in eV/Å: 6.23
Spin multiplicity: 4


# 3
Entry from the Open Molecules 2025 dataset: the molecule C3H6NO2 at a distorted geometry (ωB97M-V/def2-TZVPD).

The geometry in XYZ format:
```
12
Properties=species:S:1:pos:R:3:forces:R:3:nbo_charge:R:1
C 0.61338 0.20635 -0.21512 1.5 0.8 -0.6 -0.226
N -0.79924 0.12577 0.12475 -2.7 2.1 1.3 -0.638
C -1.65426 1.21737 0.47235 4.1 -0.8 -0.3 0.815
O -1.22232 2.36530 0.61968 -1.6 -1.0 -0.2 -0.542
O -2.85064 0.79151 0.66848 -0.7 0.8 0.4 -0.282
C 1.21415 -1.20424 -0.12337 1.1 1.3 -3.3 -0.616
H 1.43474 0.82359 0.37755 -3.0 -0.4 -0.4 0.232
H 0.59981 0.66682 -1.27463 0.7 -0.9 1.4 0.201
H -1.47247 -0.60203 -0.15174 1.6 -0.3 -0.3 0.408
H 2.34029 -1.01782 -0.16676 -1.4 -0.9 0.0 0.216
H 0.94051 -1.71030 0.77160 -0.3 -0.5 0.5 0.223
H 0.85605 -1.66232 -1.10278 0.7 -0.4 1.6 0.208
```
Forces are in eV/Å.

Values from the calculation:
ΔE to the lowest compared entry with this formula, charge and spin in kJ/mol: 120.3
Orbital gap (alpha / beta) in eV: 11.05 / 6.54
Highest occupied orbital energy (alpha / beta) in eV: -10.3 / -10.0
Max |F| in eV/Å: 4.18
Spin multiplicity: 2


# 4
Entry from the Open Molecules 2025 dataset: a structure of composition C39H41BF3N2O4SSb2V at a distorted geometry (ωB97M-V/def2-TZVPD).

The geometry in XYZ format:
```
94
Properties=species:S:1:pos:R:3:forces:R:3:mulliken_spin:R:1
V -4.08075 -18.77507 -5.23181 -1.3 -0.9 -0.9 1.270
C -5.93363 -22.28059 -4.05206 0.3 0.3 -0.6 -0.016
C -4.74175 -23.21784 -3.93641 -0.1 -0.5 -0.1 -0.001
C -3.55515 -22.62023 -3.20621 -0.2 0.7 -0.1 -0.006
Sb -2.61484 -20.81783 -4.09257 0.7 -2.0 0.5 -0.050
C -1.52814 -21.76649 -5.69432 -0.4 0.5 0.5 0.006
C -0.14321 -21.71876 -5.70531 0.4 -0.3 -0.6 -0.004
C 0.56858 -22.37734 -6.72216 -0.6 0.2 0.4 0.000
C -0.12250 -23.05660 -7.72321 -0.3 0.2 0.2 0.000
C -1.51921 -23.04736 -7.74065 -0.1 0.3 0.7 -0.001
C -2.22434 -22.39381 -6.71439 0.2 -0.5 -0.6 -0.002
C -1.07486 -20.91479 -2.57835 0.0 0.9 0.1 -0.011
C -0.77432 -19.88028 -1.68053 0.0 -0.4 0.0 0.000
C 0.21739 -20.06016 -0.70922 -0.5 -0.1 -0.7 -0.001
C 0.91174 -21.26289 -0.62653 -0.1 -0.1 0.0 0.000
C 0.61704 -22.29651 -1.51229 -0.7 0.5 -0.3 -0.001
C -0.37110 -22.10759 -2.49338 0.4 -0.4 0.4 0.001
Sb -5.77636 -20.72371 -5.59824 -1.3 -2.0 0.0 -0.053
C -5.68312 -21.62759 -7.54527 0.2 0.6 0.8 -0.020
C -5.94016 -22.97108 -7.71553 -0.1 -0.7 -0.7 0.003
C -5.88842 -23.52422 -9.00553 0.0 0.4 0.4 -0.001
C -5.57730 -22.71597 -10.09569 0.0 0.4 0.4 -0.001
C -5.33569 -21.34860 -9.90879 -0.1 -0.2 0.5 0.001
C -5.38555 -20.80177 -8.62070 0.1 -0.2 -0.6 0.003
C -7.87445 -20.32539 -5.48851 0.2 0.4 0.0 -0.005
C -8.72294 -20.68965 -6.53523 -0.1 0.1 0.0 -0.001
C -10.10952 -20.61434 -6.37192 0.5 0.1 0.5 0.000
C -10.64492 -20.15268 -5.16490 0.4 -0.1 -0.2 -0.001
C -9.79650 -19.76055 -4.12849 0.6 -0.2 -0.5 0.000
C -8.40288 -19.84706 -4.28944 -0.7 -0.1 -0.1 -0.002
H -6.08803 -21.74472 -3.11070 -0.1 0.1 -0.1 0.002
H -6.86482 -22.79614 -4.30711 0.1 0.1 0.0 -0.002
H -4.43947 -23.59922 -4.91942 0.0 0.1 0.1 0.000
H -5.07042 -24.10880 -3.37839 0.1 0.2 -0.1 -0.001
H -2.75095 -23.34887 -3.09484 0.0 0.2 -0.1 -0.001
H -3.86062 -22.31237 -2.19615 0.2 0.0 -0.2 0.000
H 0.39711 -21.18693 -4.93443 0.1 0.0 0.0 0.000
H 1.64947 -22.34400 -6.70039 0.0 -0.1 -0.1 0.000
H 0.41548 -23.58839 -8.49411 0.1 0.0 -0.1 0.000
H -2.07450 -23.55338 -8.51810 0.1 0.0 -0.1 0.000
H -3.31371 -22.39199 -6.73524 0.2 -0.1 -0.1 -0.003
H -1.32575 -18.95084 -1.71093 0.1 0.0 0.0 -0.001
H 0.41097 -19.23448 -0.04564 0.2 0.0 0.2 0.000
H 1.66390 -21.39547 0.14320 0.0 0.0 -0.1 0.000
H 1.10813 -23.25564 -1.46152 0.2 0.0 0.1 0.000
H -0.56381 -22.92342 -3.18080 0.0 0.0 0.0 0.000
H -6.18799 -23.61055 -6.87829 0.0 0.0 0.1 -0.001
H -6.10951 -24.57664 -9.13670 0.1 0.1 0.0 0.000
H -5.52394 -23.14789 -11.08281 0.0 0.0 -0.1 0.000
H -5.11217 -20.70006 -10.74467 0.1 -0.1 0.0 0.000
H -5.17309 -19.74786 -8.46974 0.0 -0.1 -0.1 0.000
H -8.32154 -21.02194 -7.48870 0.0 0.0 0.1 0.000
H -10.74287 -20.92788 -7.18931 -0.1 0.1 0.0 0.000
H -11.72027 -20.10258 -5.04994 0.0 0.0 0.1 0.000
H -10.19260 -19.38972 -3.19633 -0.1 0.0 0.1 0.000
H -7.75222 -19.54315 -3.47767 -0.1 0.0 0.0 0.000
C 2.05998 -17.34583 -4.98058 0.2 -0.4 -0.1 0.000
C 0.72727 -16.69357 -5.14065 -0.7 0.6 -0.2 0.000
C 0.32057 -15.64325 -4.29497 -0.3 -0.4 -0.8 0.000
C -0.88155 -14.96589 -4.51538 0.0 -0.4 -0.4 0.000
C -1.67627 -15.36138 -5.59976 0.1 0.2 0.1 -0.003
C -1.31174 -16.40771 -6.44286 0.7 0.2 0.4 0.008
C -0.11609 -17.07515 -6.19668 -0.3 0.2 0.3 -0.002
S -3.11127 -14.44724 -6.09023 0.4 1.7 0.2 0.000
O -3.45492 -13.46859 -5.07008 0.3 -1.3 -0.8 0.000
O -2.90150 -14.01239 -7.45291 -0.2 -0.5 0.7 0.000
N -4.33227 -15.60502 -6.14272 -0.6 -0.2 0.1 0.003
C -5.59040 -15.19098 -5.47990 0.3 1.1 0.1 -0.002
C -6.64600 -16.30025 -5.47457 -0.8 1.0 -0.3 0.007
C -5.94664 -17.57180 -5.38874 -1.1 -2.6 -0.3 -0.036
O -5.74752 -18.19995 -4.22891 0.3 1.6 -3.5 -0.014
O -5.51602 -18.16440 -6.52640 -0.4 1.5 3.9 -0.028
H 2.58254 -16.93282 -4.12928 0.2 0.0 0.2 0.000
H 2.68661 -17.19767 -5.86857 -0.2 0.1 0.1 0.000
H 1.96292 -18.43206 -4.84943 0.0 0.2 0.1 0.000
H 0.97471 -15.34971 -3.49128 0.0 0.1 0.2 0.000
H -1.18288 -14.14252 -3.87825 -0.1 -0.1 -0.1 0.000
H -1.91045 -16.65469 -7.31009 0.0 0.0 0.0 -0.002
H 0.15190 -17.91422 -6.82661 0.2 0.0 -0.1 -0.001
H -4.50596 -15.82998 -7.11971 0.2 0.1 0.0 0.000
H -6.00332 -14.29328 -5.96909 0.0 -0.3 0.2 0.001
H -5.36371 -14.90438 -4.45217 0.2 -0.1 -0.2 -0.001
H -7.25186 -16.21874 -6.38720 0.4 -0.5 0.1 0.000
H -7.33652 -16.12795 -4.64168 0.3 -0.3 0.0 0.002
F -3.47928 -18.42604 -2.45995 0.1 0.4 -1.1 0.004
C -3.17832 -17.94207 -3.74004 1.9 2.1 4.0 -0.112
F -1.79973 -17.92141 -3.78782 -1.1 0.0 -0.1 0.008
F -3.56666 -16.61172 -3.69457 0.4 -1.2 0.0 -0.005
B -1.75153 -19.50903 -8.93325 1.2 -0.2 -2.1 0.000
C -2.39696 -19.30448 -7.63154 -0.9 0.3 2.0 0.090
N -2.89207 -19.11995 -6.57234 1.4 -0.4 -2.6 -0.036
H -2.52219 -20.07544 -9.71718 0.2 0.3 0.5 -0.005
H -0.73492 -20.18467 -8.79186 -0.4 0.2 0.2 0.013
H -1.45025 -18.40208 -9.39594 -0.3 -0.3 0.4 0.009
```
Forces are in eV/Å.

Values from the calculation:
Total charge: +1
Orbital gap (alpha / beta) in eV: 6.41 / 6.99
Highest occupied orbital energy (alpha / beta) in eV: -11.4 / -11.4
Max |F| in eV/Å: 4.89
Spin multiplicity: 2